Run P
C2ClN5 | ωB97M-V/def2-TZVPD

The geometry in XYZ format:
```
8
C2ClN5 ωB97M-V/def2-TZVPD
C -0.49 1.36 -0.04
C 2.06 -0.96 0.29
N 0.46 1.97 -0.23
N 1.31 -1.77 0.51
N -1.42 0.49 0.33
N -2.89 -1.05 -0.56
N -2.27 -0.20 -0.18
Cl 3.25 0.16 -0.11
```

Computed properties:
Orbital gap, eV: 10.9
Charge: 0


Run Q
C2ClN5 | ωB97M-V/def2-TZVPD

The geometry in XYZ format:
```
8
C2ClN5 ωB97M-V/def2-TZVPD
C -1.01 1.22 -0.80
C 0.61 0.21 0.25
N -1.83 1.56 -1.50
N 0.97 -0.87 -0.55
N -0.31 -0.28 1.20
N 0.38 -1.86 -0.09
N -0.45 -1.49 0.96
Cl 1.63 1.52 0.53
```

Computed properties:
Orbital gap (alpha / beta), eV: 8.1 / 8.1
Charge: 0


We find run P to be the most stable, with the next structure 56.7 kcal/mol higher.